Density functional theory data (ωB97M-V with the def2-TZVPD basis set) for 2 unconnected molecules or ions with the total composition C4H9NO in a non-equilibrium geometry.

Last column: Löwdin charge in e.
Positions of all 15 atoms, in Å:
O1 -1.65 2.64 1.13  0.00
N1 2.08 -1.08 -0.80  -0.08
C1 -1.59 0.44 1.94  0.01
C2 -1.39 1.32 0.97  -0.29
C3 1.25 -1.34 0.12  -0.10
C4 1.50 -0.96 -2.17  -0.13
H1 1.70 -1.39 1.11  0.06
H2 -0.93 1.08 0.01  0.10
H3 2.36 -0.99 -2.83  0.06
H4 -1.90 3.05 0.31  0.08
H5 0.16 -1.38 0.02  0.06
H6 1.06 0.04 -2.18  0.07
H7 -1.88 0.85 2.90  0.06
H8 -1.44 -0.62 1.82  0.04
H9 0.68 -1.65 -2.35  0.07

As for the total energy: -7829.2938 eV. The value obtained for the highest occupied orbital energy is -0.3413 Eh. The SMILES is C=CO.C=NC. The value obtained for the strongest force on any atom is 1.79 eV/A. The frontier orbital gap is 10.02 eV. Its lowest unoccupied orbital energy is 0.736 eV. The value obtained for the energy relative to the best compared isomer or geometry (same formula, charge and spin) is 292.0 kJ/mol.

Density functional theory data (ωB97M-V with the def2-TZVPD basis set) for a single C4H9NO molecule in a non-equilibrium geometry.

Last column: Löwdin charge in e.
Positions of all 15 atoms, in Å:
O1 -2.23 -1.56 0.19  0.05
N1 0.53 -0.58 -1.50  0.04
C1 -1.11 -1.69 -0.27  -0.24
C2 -0.36 0.55 0.61  -0.23
C3 0.77 1.55 0.89  -0.10
C4 0.07 -0.71 -0.12  -0.38
H1 1.51 -0.33 -1.57  0.08
H2 -0.93 0.30 1.51  0.11
H3 1.43 1.12 1.64  0.07
H4 0.73 -1.39 0.43  0.15
H5 1.38 1.71 0.00  0.06
H6 -0.90 -2.48 -0.99  0.12
H7 0.26 2.44 1.23  0.07
H8 -0.05 0.05 -2.04  0.08
H9 -1.11 1.04 -0.02  0.12

As for the total energy: -7830.9597 eV. The value obtained for the highest occupied orbital energy is -0.3468 Eh. The SMILES is CC[C@H](N)C=O. The value obtained for the strongest force on any atom is 1.81 eV/A. The frontier orbital gap is 10.34 eV. Its lowest unoccupied orbital energy is 0.905 eV. The value obtained for the energy relative to the best compared isomer or geometry (same formula, charge and spin) is 131.2 kJ/mol.

Density functional theory data (ωB97M-V with the def2-TZVPD basis set) for a molecular structure, C4H9NO in a non-equilibrium geometry.

Last column: Löwdin charge in e.
Positions of all 15 atoms, in Å:
O1 0.28 -0.34 1.67  0.11
N1 -0.99 -0.79 -0.28  0.13
C1 -0.38 1.49 -0.29  -0.15
C2 1.01 2.06 -0.29  -0.18
C3 -0.48 -2.64 0.19  0.06
C4 -0.14 -0.28 0.56  -0.52
H1 0.31 -2.83 0.95  0.05
H2 -0.21 -3.08 -0.77  0.03
H3 -1.45 -2.96 0.56  0.03
H4 -0.61 -0.74 -1.22  0.09
H5 -0.90 1.63 -1.27  0.08
H6 1.00 3.15 -0.43  0.06
H7 1.50 1.85 0.67  0.06
H8 -1.03 1.87 0.49  0.07
H9 1.63 1.63 -1.09  0.07

As for the total energy: -7827.4933 eV. The value obtained for the highest occupied orbital energy is -0.2945 Eh. The value obtained for the strongest force on any atom is 7.05 eV/A. The frontier orbital gap is 8.70 eV. Its lowest unoccupied orbital energy is 0.682 eV. The value obtained for the energy relative to the best compared isomer or geometry (same formula, charge and spin) is 465.7 kJ/mol.